Record 1
# C54H66BN4O4

A cluster of 7 separate species, C54H66BN4O4 in total (ωB97M-V with the def2-TZVPD basis set, the OMol25 dataset).

Cartesian coordinates (Å):
C (1.8127, 2.8100, 1.9703)
C (1.9411, 1.7210, 0.8175)
C (0.7557, 0.6719, 0.9719)
N (0.9705, -0.5537, 0.1842)
C (0.1366, -1.5362, 0.0305)
N (0.3847, -2.7393, -0.7040)
C (1.1825, -2.5466, -1.9265)
C (2.7400, -2.5865, -1.7701)
O (3.3478, -1.5608, -1.9955)
O (3.4783, -3.7145, -1.4411)
C (0.8831, -3.7696, 0.2389)
C (-0.0602, -3.6506, 1.5281)
C (-1.3989, -2.8910, 1.1184)
N (-1.1498, -1.4777, 0.6922)
B (-2.1993, -0.9532, -0.2270)
O (-2.1433, 0.4380, -0.5984)
N (-3.3373, -1.7308, -0.7598)
C (-4.5262, -1.2705, 0.0301)
C (-3.5407, -1.3459, -2.1977)
O (2.0606, 2.2361, -0.5041)
C (1.0554, 3.2098, -0.8223)
C (0.8385, 3.1255, -2.3827)
C (-0.4767, 3.0313, -2.9991)
C (-0.5154, 2.9365, -4.4684)
C (0.6925, 2.9272, -5.2858)
C (2.0167, 3.0278, -4.6569)
C (2.0629, 3.1404, -3.1897)
H (0.7892, 2.6881, 2.4237)
H (2.5579, 2.5517, 2.7720)
H (1.9936, 3.8631, 1.6532)
H (2.8897, 1.1329, 1.0057)
H (0.7642, 0.3914, 2.0643)
H (-0.1793, 1.2292, 0.7354)
H (1.8914, -0.6392, -0.2775)
H (0.8987, -1.5570, -2.3801)
H (0.8624, -3.3360, -2.6692)
H (4.0655, -3.4122, -0.7168)
H (0.7192, -4.7869, -0.2073)
H (1.9224, -3.6124, 0.6214)
H (-0.3847, -4.6736, 1.8589)
H (0.4611, -3.1085, 2.3646)
H (-2.1492, -2.9224, 1.9564)
H (-1.8448, -3.5252, 0.2967)
H (-2.3086, 0.9144, 0.2411)
H (-4.1392, -1.0077, 1.0642)
H (-5.3034, -2.0720, 0.1267)
H (-4.9709, -0.3425, -0.4213)
H (-2.5721, -1.4060, -2.7596)
H (-4.3420, -2.0108, -2.6128)
H (-3.9162, -0.2905, -2.3074)
H (1.4108, 4.2651, -0.6316)
H (0.0790, 3.0700, -0.2917)
H (-1.4071, 3.0470, -2.3823)
H (-1.4829, 2.8463, -5.0242)
H (0.6490, 2.8350, -6.3934)
H (2.9550, 3.0299, -5.2545)
H (3.0755, 3.2369, -2.7403)
C (4.6693, -0.5465, 5.5689)
C (4.7667, -0.5962, 4.1838)
C (3.6335, -0.8331, 3.4165)
C (2.4005, -1.0107, 4.0346)
C (2.3020, -0.9575, 5.4192)
C (3.4372, -0.7296, 6.1868)
H (5.5541, -0.3649, 6.1678)
H (5.7267, -0.4508, 3.7024)
H (3.7109, -0.8784, 2.3347)
H (1.5143, -1.1912, 3.4345)
H (1.3404, -1.0942, 5.9003)
H (3.3623, -0.6932, 7.2671)
C (7.0298, 2.1609, 7.6903)
C (6.0899, 1.6144, 8.5557)
C (6.2050, 1.8160, 9.9256)
C (7.2557, 2.5727, 10.4296)
C (8.1937, 3.1223, 9.5641)
C (8.0835, 2.9132, 8.1949)
H (6.9414, 2.0007, 6.6214)
H (5.2662, 1.0296, 8.1616)
H (5.4755, 1.3841, 10.6007)
H (7.3432, 2.7342, 11.4976)
H (9.0121, 3.7139, 9.9575)
H (8.8182, 3.3375, 7.5208)
C (6.4704, 4.8703, 2.1469)
C (5.3207, 4.2605, 1.6605)
C (5.3760, 3.4845, 0.5106)
C (6.5867, 3.3072, -0.1492)
C (7.7381, 3.9132, 0.3385)
C (7.6795, 4.6986, 1.4839)
H (6.4247, 5.4788, 3.0425)
H (4.3779, 4.3924, 2.1794)
H (4.4736, 3.0169, 0.1307)
H (6.6321, 2.6969, -1.0438)
H (8.6822, 3.7742, -0.1752)
H (8.5765, 5.1754, 1.8607)
C (-0.2338, -0.6049, -10.4806)
C (-0.3853, -0.5043, -9.1033)
C (-0.6390, 0.7312, -8.5202)
C (-0.7509, 1.8652, -9.3160)
C (-0.6029, 1.7638, -10.6938)
C (-0.3402, 0.5299, -11.2759)
H (-0.0326, -1.5679, -10.9351)
H (-0.3047, -1.3899, -8.4834)
H (-0.7508, 0.8106, -7.4444)
H (-0.9537, 2.8286, -8.8618)
H (-0.6917, 2.6478, -11.3145)
H (-0.2195, 0.4521, -12.3499)
C (-9.1282, -2.6599, 2.6965)
C (-10.0636, -2.2357, 1.7605)
C (-9.8005, -1.1246, 0.9687)
C (-8.5968, -0.4428, 1.1061)
C (-7.6599, -0.8691, 2.0396)
C (-7.9270, -1.9752, 2.8379)
H (-9.3351, -3.5245, 3.3163)
H (-10.9991, -2.7714, 1.6485)
H (-10.5326, -0.7900, 0.2431)
H (-8.3897, 0.4211, 0.4848)
H (-6.7204, -0.3377, 2.1460)
H (-7.1987, -2.3044, 3.5700)
C (-7.1334, -3.0703, -2.6438)
C (-6.6881, -3.8656, -3.6929)
C (-7.4035, -4.9996, -4.0573)
C (-8.5695, -5.3327, -3.3780)
C (-9.0155, -4.5349, -2.3312)
C (-8.2948, -3.4060, -1.9617)
H (-6.5741, -2.1870, -2.3565)
H (-5.7818, -3.6018, -4.2272)
H (-7.0534, -5.6235, -4.8711)
H (-9.1303, -6.2144, -3.6649)
H (-9.9255, -4.7938, -1.8023)
H (-8.6401, -2.7867, -1.1413)

Output
Lowest unoccupied orbital energy: -0.1240 hartree
Total charge: +1
HOMO level: -0.39523 Eh

Record 2
# C54H75GeN3O4P2Ti

A structure of composition C54H75GeN3O4P2Ti (ωB97M-V with the def2-TZVPD basis set, the OMol25 dataset).

Cartesian coordinates (Å):
Ti (0.4594, 0.4433, -0.1103)
C (-4.1450, 1.1501, -5.5534)
C (-3.0249, 2.0927, -5.0939)
C (-3.6099, 3.4897, -4.8921)
C (-1.9503, 2.1763, -6.1888)
C (-2.3920, 1.5461, -3.8209)
C (-1.7588, 0.2792, -3.8320)
C (-1.0202, -0.1068, -2.7520)
N (-0.8873, 0.6201, -1.6215)
C (-1.6811, 1.7305, -1.5194)
C (-2.3573, 2.2461, -2.6497)
C (-1.7973, 2.2514, -0.2063)
C (-2.7136, 3.2466, 0.1870)
C (-2.8830, 3.5772, 1.4989)
C (-2.0969, 2.8852, 2.4534)
C (-1.2006, 1.9455, 2.0217)
N (-1.0193, 1.6167, 0.7344)
C (-3.8706, 4.6747, 1.8933)
C (-4.0285, 4.7790, 3.4110)
C (-5.2519, 4.3872, 1.2885)
C (-3.3563, 6.0191, 1.3625)
H (-4.5889, 1.5168, -6.4845)
H (-4.9300, 1.0863, -4.7947)
H (-3.7693, 0.1394, -5.7301)
H (-4.0258, 3.8506, -5.8373)
H (-2.8436, 4.1984, -4.5657)
H (-4.4134, 3.4852, -4.1494)
H (-2.3910, 2.5552, -7.1174)
H (-1.5054, 1.1998, -6.3906)
H (-1.1429, 2.8484, -5.8843)
H (-1.8005, -0.3736, -4.6949)
H (-0.4746, -1.0267, -2.7483)
H (-2.8392, 3.2108, -2.5613)
H (-3.2992, 3.7352, -0.5832)
H (-2.1654, 3.0817, 3.5131)
H (-0.5509, 1.4367, 2.7190)
H (-4.3695, 3.8345, 3.8436)
H (-4.7681, 5.5490, 3.6467)
H (-3.0889, 5.0556, 3.8958)
H (-5.6261, 3.4169, 1.6259)
H (-5.2203, 4.3707, 0.1973)
H (-5.9640, 5.1603, 1.5950)
H (-2.3711, 6.2453, 1.7782)
H (-4.0447, 6.8256, 1.6366)
H (-3.2595, 6.0001, 0.2747)
C (2.7394, -3.7839, -5.2343)
C (3.6304, -3.6730, -4.1708)
C (3.2381, -3.0590, -2.9903)
C (1.9514, -2.5450, -2.8087)
C (1.0716, -2.6874, -3.8829)
C (1.4543, -3.2870, -5.0838)
P (1.5401, -1.8290, -1.0961)
C (3.1508, -0.6380, -1.1279)
C (3.7096, -0.0278, -2.2605)
C (4.5848, 1.0486, -2.1681)
C (4.9409, 1.5626, -0.9241)
C (4.4197, 0.9698, 0.2164)
C (3.5444, -0.1071, 0.1082)
C (-0.3187, -2.8779, -1.1480)
C (-0.5458, -4.1886, -1.6044)
C (-1.7382, -4.8591, -1.3809)
C (-2.7746, -4.2415, -0.6651)
C (-2.5792, -2.9582, -0.1859)
C (-1.3634, -2.3094, -0.4336)
H (3.0396, -4.2625, -6.1592)
H (4.6349, -4.0728, -4.2569)
H (3.9500, -2.9642, -2.1815)
H (0.0439, -2.3706, -3.7921)
H (0.7386, -3.3731, -5.8948)
H (3.4516, -0.3952, -3.2494)
H (4.9788, 1.5031, -3.0732)
H (5.6073, 2.4142, -0.8496)
H (4.6987, 1.3419, 1.1984)
H (3.1713, -0.5797, 1.0135)
H (0.2550, -4.7015, -2.1331)
H (-1.8698, -5.8722, -1.7530)
H (-3.7094, -4.7612, -0.4833)
H (-3.3683, -2.4580, 0.3696)
H (-1.2474, -1.2861, -0.0678)
C (1.8933, 3.0111, 1.6233)
C (1.8887, 3.1545, 0.1343)
C (2.3179, 4.2483, -0.5723)
C (2.1715, 3.9301, -1.9532)
C (1.6571, 2.6598, -2.0207)
C (1.3418, 1.9099, -3.2761)
N (1.4599, 2.1562, -0.7401)
H (2.7832, 3.4952, 2.0301)
H (1.9180, 1.9752, 1.9519)
H (1.0215, 3.4772, 2.0936)
H (2.7191, 5.1562, -0.1401)
H (2.4386, 4.5420, -2.8061)
H (2.0328, 2.2220, -4.0625)
H (0.3227, 2.1013, -3.6256)
H (1.4561, 0.8339, -3.1532)
C (2.4382, -0.1440, 6.0212)
C (2.2640, 0.9905, 5.0127)
C (1.6209, 2.1966, 5.6755)
C (3.6141, 1.3668, 4.4109)
O (1.3402, 0.6458, 3.9516)
P (1.4005, -0.7244, 3.0856)
O (2.7556, -1.2876, 3.1257)
O (0.7186, -0.2800, 1.7939)
O (0.4522, -1.7167, 3.9092)
C (-0.9609, -1.7147, 4.2093)
C (-1.3781, -0.4901, 5.0215)
C (-1.1441, -2.9696, 5.0476)
C (-1.7718, -1.8216, 2.9379)
H (3.1689, 0.1594, 6.7762)
H (2.7966, -1.0480, 5.5236)
H (1.4943, -0.3707, 6.5209)
H (2.2593, 2.5714, 6.4808)
H (0.6461, 1.9252, 6.0924)
H (1.4738, 2.9919, 4.9382)
H (4.2879, 1.7126, 5.2014)
H (3.4874, 2.1670, 3.6796)
H (4.0540, 0.5038, 3.9081)
H (-0.8451, -0.4559, 5.9735)
H (-2.4521, -0.5453, 5.2229)
H (-1.1713, 0.4366, 4.4879)
H (-0.5362, -2.9069, 5.9542)
H (-0.8214, -3.8422, 4.4768)
H (-2.1947, -3.0911, 5.3276)
H (-1.6536, -0.9365, 2.3135)
H (-2.8308, -1.9383, 3.1857)
H (-1.4445, -2.6832, 2.3599)
C (3.2467, -4.6774, 2.3741)
Ge (3.6853, -3.6578, 0.7495)
C (4.5281, -5.0692, -0.4017)
C (5.2867, -2.5885, 1.2041)
C (2.0496, -3.0270, 0.0926)
H (4.1507, -5.1113, 2.8198)
H (2.5615, -5.4868, 2.1025)
H (2.7599, -4.0269, 3.1108)
H (4.9134, -5.8758, 0.2397)
H (5.3729, -4.6782, -0.9881)
H (3.7905, -5.4880, -1.0927)
H (6.1512, -3.2609, 1.2471)
H (5.1458, -2.1018, 2.1774)
H (5.4720, -1.8163, 0.4555)
H (1.3124, -3.0958, 0.8954)

Output
ΔE to the lowest compared entry with this formula, charge and spin: 0.0 kcal per mole
Spin multiplicity: 3
Lowest unoccupied orbital energy (alpha / beta): 0.1319 / 0.1317 hartree
Total charge: -2
HOMO level (alpha / beta): -0.00155 / -0.00091 Eh

Record 3
# C54H85N5O26P4

A cluster of 9 separate species, C54H85N5O26P4 in total (ωB97M-V with the def2-TZVPD basis set, the OMol25 dataset).

Cartesian coordinates (Å):
O (-0.9467, -2.2547, 5.5755)
N (-1.9441, -2.1502, 6.2442)
O (-2.9683, -2.7681, 6.1141)
C (-1.8537, -1.1923, 7.4036)
C (-3.0637, -0.7236, 7.9906)
C (-2.9395, 0.2143, 9.0217)
C (-1.7308, 0.7111, 9.4147)
C (-0.5280, 0.2571, 8.7739)
C (-0.6158, -0.7625, 7.8584)
H (-4.0837, -1.0818, 7.6687)
H (-3.8880, 0.6000, 9.4549)
H (-1.7718, 1.4267, 10.2517)
H (0.4359, 0.7578, 8.9207)
H (0.1577, -1.2062, 7.3170)
O (-1.1121, 4.5503, 2.6199)
N (-0.9503, 5.7126, 2.3060)
O (-1.7653, 6.6048, 2.4932)
C (0.2827, 6.1881, 1.6124)
C (1.1971, 5.2927, 1.1362)
C (2.4481, 5.6883, 0.6430)
C (2.6528, 7.0515, 0.5714)
C (1.7235, 8.0043, 1.0796)
C (0.5327, 7.5436, 1.5932)
H (0.9411, 4.2632, 1.2160)
H (3.1364, 4.9601, 0.1367)
H (3.5873, 7.4240, 0.1879)
H (1.8682, 9.0393, 1.0713)
H (-0.1768, 8.2620, 1.8861)
O (-1.0023, -6.4632, 2.5320)
N (-0.4709, -5.6717, 1.7403)
O (0.5155, -5.0101, 1.9494)
C (-0.8683, -5.7829, 0.4068)
C (-0.7678, -4.6314, -0.3563)
C (-1.2015, -4.6942, -1.7098)
C (-1.6777, -5.8392, -2.2018)
C (-1.7335, -7.0418, -1.4047)
C (-1.3180, -7.0587, -0.0882)
H (-0.2753, -3.7922, 0.0804)
H (-1.0397, -3.8826, -2.4544)
H (-2.1108, -5.9287, -3.1798)
H (-2.1491, -7.8566, -1.9484)
H (-1.3465, -7.9214, 0.6260)
O (-4.2222, -3.3417, 1.8081)
N (-3.5429, -3.7922, 2.7401)
O (-2.4219, -3.4163, 2.8782)
C (-4.1409, -4.6492, 3.7478)
C (-3.3359, -5.4641, 4.4859)
C (-3.9695, -6.3625, 5.2919)
C (-5.3199, -6.5282, 5.3267)
C (-6.1434, -5.7194, 4.5525)
C (-5.5485, -4.8170, 3.6997)
H (-2.2705, -5.3361, 4.4383)
H (-3.3925, -7.0099, 5.9082)
H (-5.8950, -7.2170, 5.9568)
H (-7.1858, -5.8992, 4.4146)
H (-6.1394, -4.2384, 3.0465)
O (-2.5763, 1.8576, -2.6544)
N (-2.1739, 2.3656, -1.5910)
O (-1.7313, 3.4904, -1.5255)
C (-2.2391, 1.4888, -0.4244)
C (-1.9941, 1.9456, 0.8937)
C (-2.0249, 1.1095, 1.9913)
C (-2.0097, -0.2616, 1.6938)
C (-2.1990, -0.7185, 0.4130)
C (-2.4445, 0.0984, -0.7039)
H (-1.7207, 3.0159, 1.0959)
H (-2.0426, 1.4649, 3.0082)
H (-1.7985, -0.9960, 2.4998)
H (-2.2373, -1.7531, 0.1205)
H (-2.5644, -0.2556, -1.7147)
C (1.1055, -1.7725, -1.5098)
C (1.3444, -0.4100, -0.8731)
O (2.3642, 0.2669, -1.5961)
P (3.4818, 1.1880, -1.0411)
O (3.1810, 2.0432, 0.0991)
O (3.8734, 1.8558, -2.4377)
C (5.1457, 2.4723, -2.6591)
C (5.9576, 1.6651, -3.6318)
O (4.6149, 0.1684, -0.6554)
C (5.6979, 0.4605, 0.2202)
C (5.6984, -0.4458, 1.4655)
H (0.4662, -1.6924, -2.4343)
H (2.0142, -2.3099, -1.7654)
H (0.4181, -2.2219, -0.7881)
H (0.4400, 0.1370, -0.8591)
H (1.7712, -0.5951, 0.0979)
H (4.9680, 3.4169, -3.1554)
H (5.7470, 2.6717, -1.7713)
H (7.0033, 2.0133, -3.6430)
H (5.9491, 0.6182, -3.3167)
H (5.5136, 1.7689, -4.6339)
H (6.6374, 0.3592, -0.2868)
H (5.5772, 1.5156, 0.5771)
H (4.7121, -0.3841, 1.9037)
H (5.9560, -1.5256, 1.2133)
H (6.4704, -0.1460, 2.1671)
C (-3.0050, 4.4403, 5.4802)
C (-1.9561, 5.4817, 5.9245)
O (-0.8784, 4.8905, 6.7003)
P (0.4989, 4.6880, 5.8638)
O (0.7801, 5.7109, 4.8326)
O (1.6100, 4.5100, 6.9157)
C (2.0186, 5.6546, 7.6524)
C (3.2933, 5.3304, 8.3403)
O (0.4200, 3.2316, 5.2727)
C (1.5476, 2.7941, 4.4521)
C (1.0684, 1.7557, 3.4219)
H (-2.5624, 3.4548, 5.4354)
H (-3.9299, 4.4808, 6.0561)
H (-3.2106, 4.6800, 4.4438)
H (-1.4703, 5.9092, 5.0341)
H (-2.3527, 6.2996, 6.5648)
H (2.1720, 6.5288, 6.9876)
H (1.3008, 5.9995, 8.3767)
H (3.9274, 4.9374, 7.6188)
H (3.7184, 6.2977, 8.7385)
H (3.1187, 4.6859, 9.1897)
H (1.9650, 3.6850, 3.9948)
H (2.3429, 2.4421, 5.1278)
H (1.7584, 1.6831, 2.5219)
H (1.1787, 0.7889, 3.8629)
H (0.0295, 2.0612, 3.1562)
C (-0.9010, -5.0748, -6.1791)
C (-1.3099, -3.6896, -5.6834)
O (-2.5558, -3.8011, -4.9442)
P (-2.8596, -2.4436, -4.1487)
O (-1.7660, -2.0304, -3.2290)
O (-3.1581, -1.4786, -5.3531)
C (-3.1714, -0.0497, -5.0948)
C (-3.2532, 0.6273, -6.4346)
O (-4.2788, -2.8465, -3.6170)
C (-4.5354, -2.8215, -2.2058)
C (-5.9486, -3.4153, -1.9957)
H (-0.0947, -4.9405, -6.8607)
H (-0.4973, -5.6381, -5.2689)
H (-1.7561, -5.5530, -6.6521)
H (-0.5647, -3.2795, -5.0281)
H (-1.5041, -3.0768, -6.5428)
H (-3.9996, 0.1729, -4.4216)
H (-2.2317, 0.2101, -4.5395)
H (-2.2503, 0.6347, -6.8937)
H (-3.9644, 0.1173, -7.0741)
H (-3.6492, 1.6472, -6.3846)
H (-3.7611, -3.4627, -1.7818)
H (-4.4738, -1.8045, -1.7686)
H (-6.6903, -2.7167, -2.4637)
H (-6.1042, -4.3410, -2.5590)
H (-6.2907, -3.6366, -1.0266)
C (0.8630, -0.5198, -5.7957)
C (1.7343, 0.7084, -5.6243)
O (2.1525, 1.1410, -6.9688)
P (3.6759, 1.0988, -7.3849)
O (4.5111, 2.1594, -6.7620)
O (4.0966, -0.3512, -7.0202)
C (5.4053, -0.7132, -6.5546)
C (5.3264, -1.8127, -5.4931)
O (3.6956, 1.1910, -8.9217)
C (2.8997, 0.2500, -9.7593)
C (2.2480, 0.9666, -10.8394)
H (0.4743, -0.7468, -4.8247)
H (0.0711, -0.4876, -6.5148)
H (1.5319, -1.2791, -6.0621)
H (1.3375, 1.5392, -5.0508)
H (2.6656, 0.4047, -5.0987)
H (5.9793, -1.0499, -7.4635)
H (5.8314, 0.2034, -6.1904)
H (6.2256, -2.1302, -5.0399)
H (4.6848, -1.4417, -4.6863)
H (4.9263, -2.7012, -5.9067)
H (3.6368, -0.5179, -10.0221)
H (2.1155, -0.1653, -9.1424)
H (2.9305, 1.4085, -11.4870)
H (1.5685, 0.3437, -11.4507)
H (1.5961, 1.7551, -10.3870)

Output
SMILES: O=[N+]([O-])c1ccccc1.O=[N+]([O-])c1ccccc1.O=[N+]([O-])c1ccccc1.O=[N+]([O-])c1ccccc1.O=[N+]([O-])c1ccccc1.CCOP(=O)(OCC)OCC.CCOP(=O)(OCC)OCC.CCOP(=O)(OCC)OCC.CCOP(=O)(OCC)OCC
Lowest unoccupied orbital energy: -0.0122 hartree
HOMO level: -0.34729 Eh